No. 1
51
Properties=species:S:1:pos:R:3:lowdin_charge:R:1 method="wB97M-V/def2-TZVPD" gap_ha="0.1953 / 0.2043" spin_multiplicity=2 total_charge=-2
Hg -1.589 -0.368 -0.897 0.7803
Br -3.030 0.565 1.868 0.7031
C -2.314 -0.937 2.786 -0.6066
C -2.558 -0.979 4.128 -0.1653
C -2.077 -2.052 4.903 -0.1095
C -1.374 -3.051 4.303 -0.0659
C -1.114 -3.025 2.911 -0.1779
C -0.379 -4.082 2.317 -0.0702
C -0.122 -4.071 0.979 -0.1002
C -0.579 -3.000 0.181 -0.1724
C -1.286 -1.942 0.700 -0.2519
C -1.577 -1.947 2.096 -0.2334
H -3.115 -0.176 4.592 0.0803
H -2.270 -2.070 5.970 0.0894
H -0.994 -3.887 4.881 0.0984
H -0.028 -4.888 2.954 0.0960
H 0.446 -4.872 0.517 0.0988
H -0.334 -3.023 -0.876 0.0174
O 3.737 3.383 -2.484 0.0512
C 2.824 2.728 -2.010 -0.3002
C 2.788 1.246 -1.815 -0.3191
O 3.699 0.447 -2.062 0.0199
C 1.480 0.926 -1.277 -0.3166
C 0.721 2.123 -1.017 -0.3499
O -0.410 2.164 -0.478 -0.1144
C 1.521 3.280 -1.485 -0.3064
O 1.210 4.461 -1.460 0.0458
O 1.056 -0.254 -1.015 -0.1871
C 3.191 -1.936 0.687 -0.0640
C 3.595 -2.486 -0.670 -0.2418
N 2.470 -2.472 -1.593 0.0354
C 2.194 -3.383 -2.500 -0.8860
S 0.770 -3.395 -3.409 0.5045
N 3.143 -4.397 -2.712 -0.0559
C 4.431 -3.989 -3.275 -0.2729
C 5.344 -5.196 -3.404 -0.1057
H 4.031 -2.018 1.380 0.0704
H 2.340 -2.482 1.098 0.0672
H 2.915 -0.887 0.601 0.0653
H 3.947 -3.517 -0.577 0.1062
H 4.396 -1.863 -1.078 0.0983
H 1.845 -1.646 -1.503 0.0737
H 2.700 -5.070 -3.325 0.0675
H 4.891 -3.243 -2.632 0.0942
H 4.289 -3.515 -4.255 0.1194
H 5.527 -5.643 -2.426 0.0674
H 6.301 -4.911 -3.845 0.0645
H 4.893 -5.959 -4.044 0.0645
O 0.552 0.633 1.797 -0.0921
H 0.103 1.356 1.330 -0.0025
H 0.738 0.032 1.057 -0.0113

=====

No. 2
92
Properties=species:S:1:pos:R:3:lowdin_charge:R:1 method="wB97M-V/def2-TZVPD" gap_ha=0.0836 total_charge=+2
Tl -4.392 0.630 1.936 1.0840
C -0.343 -0.232 1.545 0.0461
C -0.628 0.675 0.303 -0.4974
C -0.139 0.098 -1.032 -0.0017
O -1.899 1.014 0.312 0.0083
H -0.766 -1.214 1.339 0.1014
H -0.738 0.158 2.477 0.0546
H 0.743 -0.271 1.686 0.0833
H -0.019 1.598 0.483 0.1588
H -0.039 0.951 -1.711 0.0868
H -0.890 -0.595 -1.392 0.0806
H 0.890 -0.245 -0.930 0.0421
C -1.359 3.906 5.063 -0.2305
S -1.152 2.782 3.664 0.8326
O -2.375 1.922 3.480 -0.7061
C -1.168 3.999 2.318 -0.2424
H -1.696 3.307 5.906 0.0569
H -2.047 4.723 4.847 0.0689
H -0.388 4.353 5.277 0.0645
H -2.199 4.247 2.065 0.0746
H -0.670 3.604 1.439 0.0029
H -0.680 4.921 2.634 0.0671
C -1.035 4.367 -2.191 -0.2558
S -1.148 6.073 -1.512 0.8829
O -0.934 5.998 -0.028 -0.5713
C 0.441 6.689 -2.225 -0.2247
H -0.034 4.040 -2.509 0.0151
H -1.523 4.263 -3.164 0.0609
H -1.368 3.644 -1.448 0.0354
H 0.206 7.301 -3.096 0.0555
H 1.085 5.871 -2.534 0.0231
H 0.904 7.318 -1.469 0.0595
C -2.295 -0.543 5.731 -0.2460
S -2.570 -1.929 4.620 0.8859
O -2.972 -1.417 3.262 -0.6787
C -0.866 -2.530 4.528 -0.2488
H -1.391 0.031 5.538 0.0534
H -2.391 -0.897 6.754 0.0665
H -3.096 0.145 5.454 0.0473
H -0.485 -2.655 5.547 0.0661
H -0.143 -1.831 4.097 0.0480
H -0.747 -3.491 4.032 0.0534
C 1.775 3.562 0.055 -0.2412
S 3.298 2.864 -0.646 0.9329
O 3.296 1.474 -0.011 -0.5653
C 2.770 2.640 -2.385 -0.2091
H 1.944 3.566 1.126 0.0641
H 0.918 2.970 -0.269 0.0168
H 1.615 4.569 -0.335 0.0515
H 3.681 2.472 -2.950 0.0650
H 2.153 3.496 -2.641 0.0330
H 2.169 1.730 -2.424 0.0219
C -0.105 -3.916 -1.135 -0.2635
S 0.347 -5.671 -1.408 0.8655
O -0.879 -6.330 -1.970 -0.5345
C 0.305 -6.094 0.337 -0.2578
H -1.068 -3.970 -0.620 0.0025
H -0.295 -3.313 -2.016 0.0317
H 0.616 -3.515 -0.424 0.0153
H 0.925 -5.405 0.916 0.0492
H 0.728 -7.076 0.550 0.0635
H -0.725 -6.116 0.691 0.0626
C -4.472 -4.123 -0.799 -0.2229
S -3.424 -2.667 -0.584 0.8383
O -4.097 -1.651 0.311 -0.6733
C -3.503 -1.960 -2.259 -0.2069
H -4.448 -4.708 0.118 0.0600
H -4.106 -4.786 -1.590 0.0727
H -5.494 -3.893 -1.105 0.0713
H -2.706 -2.416 -2.842 0.0496
H -3.278 -0.921 -2.021 0.0417
H -4.495 -2.092 -2.678 0.0676
C 2.481 -1.211 -3.076 -0.2396
S 1.754 -0.606 -4.656 0.8489
O 2.822 -0.279 -5.631 -0.4784
C 1.038 -2.145 -5.256 -0.2319
H 1.622 -1.563 -2.501 0.0195
H 2.941 -0.389 -2.533 0.0265
H 3.150 -2.065 -3.193 0.0615
H 1.852 -2.818 -5.526 0.0750
H 0.500 -1.932 -6.180 0.0630
H 0.340 -2.578 -4.541 0.0427
C 2.730 -1.622 0.519 -0.2681
S 4.331 -2.375 0.133 0.9094
O 4.148 -2.968 -1.230 -0.5082
C 5.334 -0.905 -0.037 -0.2466
H 2.814 -1.201 1.522 0.0605
H 1.908 -2.332 0.449 0.0273
H 2.493 -0.815 -0.179 0.0033
H 6.396 -1.131 0.033 0.0648
H 5.077 -0.202 0.759 0.0490
H 5.143 -0.362 -0.963 0.0563

=====

No. 3
66
Properties=species:S:1:pos:R:3:lowdin_charge:R:1 method="wB97M-V/def2-TZVPD" gap_ha=0.4013 smiles="O=S1(=O)OCCO1.O=S1(=O)OCCO1.O=S1(=O)OCCO1.O=S1(=O)OCCO1.O=S1(=O)OCCO1.O=S1(=O)OCCO1" total_charge=0
O -1.365 0.907 0.027 -0.2264
S -0.119 1.638 -0.006 0.7202
O -0.070 2.953 -0.671 -0.2481
O 0.543 1.798 1.455 -0.2004
C 1.951 1.740 1.433 -0.1265
C 2.338 1.270 -0.035 -0.1775
O 1.185 0.792 -0.660 -0.2325
H 2.393 2.685 1.749 0.1384
H 2.264 0.996 2.166 0.1011
H 2.982 0.390 -0.058 0.1264
H 2.739 2.047 -0.686 0.1234
O -6.829 0.281 -2.347 -0.2278
S -5.967 -0.472 -3.208 0.7281
O -6.477 -1.205 -4.347 -0.2388
O -4.789 0.502 -3.815 -0.2469
C -3.578 0.597 -3.003 -0.1220
C -3.430 -0.880 -2.484 -0.1498
O -4.776 -1.312 -2.287 -0.2227
H -2.791 1.095 -3.570 0.1341
H -3.818 1.262 -2.173 0.0925
H -2.978 -0.760 -1.500 0.1184
H -3.001 -1.550 -3.229 0.1294
O 1.882 -4.560 0.587 -0.2666
S 0.761 -3.612 0.781 0.7834
O -0.155 -3.397 -0.352 -0.2701
O -0.116 -3.938 2.197 -0.2246
C -0.470 -2.723 2.891 -0.1260
C 0.422 -1.546 2.309 -0.1428
O 1.374 -2.115 1.369 -0.2301
H -1.532 -2.535 2.735 0.1289
H -0.241 -3.068 3.899 0.1300
H 0.902 -1.086 3.173 0.1069
H -0.121 -0.739 1.818 0.0989
O -4.989 3.543 1.936 -0.2791
S -5.298 2.864 0.626 0.7536
O -5.949 1.508 0.628 -0.2618
O -5.858 3.886 -0.521 -0.2235
C -4.857 4.243 -1.510 -0.1336
C -3.557 3.903 -0.814 -0.1564
O -3.874 2.678 -0.104 -0.2532
H -5.114 3.424 -2.182 0.1264
H -5.018 5.268 -1.842 0.1438
H -3.476 4.680 -0.053 0.1325
H -2.773 3.701 -1.543 0.1359
O 2.007 1.960 -3.285 -0.2486
S 2.496 0.685 -3.839 0.7743
O 3.309 0.784 -5.087 -0.2687
O 3.335 -0.268 -2.773 -0.2083
C 2.718 -1.502 -2.539 -0.1656
C 1.684 -1.671 -3.673 -0.1814
O 1.265 -0.407 -4.064 -0.1972
H 3.518 -2.232 -2.414 0.1427
H 2.226 -1.413 -1.571 0.1032
H 0.742 -2.155 -3.416 0.1373
H 2.058 -2.094 -4.605 0.1332
O 4.679 0.975 3.862 -0.2496
S 4.170 -0.312 4.361 0.7470
O 2.823 -0.389 4.888 -0.2429
O 4.437 -1.565 3.266 -0.2031
C 5.216 -2.550 3.901 -0.1927
C 6.118 -1.830 4.926 -0.1913
O 5.229 -0.926 5.492 -0.1911
H 4.444 -3.116 4.422 0.1264
H 5.662 -3.300 3.249 0.1399
H 6.966 -1.400 4.393 0.1305
H 6.550 -2.429 5.728 0.1409

=====

No. 4
50
Properties=species:S:1:pos:R:3:lowdin_charge:R:1 method="wB97M-V/def2-TZVPD" gap_ha=0.3049 total_charge=0
C -8.484 -0.637 -0.010 -0.0845
H -8.452 -0.388 -1.075 0.0968
O -7.608 0.173 0.737 -0.0752
C -6.281 0.126 0.465 -0.2686
C -5.691 -0.682 -0.503 -0.0091
C -4.321 -0.659 -0.686 -0.0175
C -3.506 0.170 0.083 -0.2123
C -4.110 1.009 1.028 -0.0077
C -5.469 0.976 1.225 0.0203
H -5.942 1.610 1.958 0.1229
H -3.488 1.677 1.604 0.1083
C -2.082 0.271 -0.109 -0.1575
C -1.087 -0.596 -0.333 -0.1543
C 0.194 0.121 -0.572 -0.3225
N 0.152 1.413 -0.575 -0.0079
S -1.363 1.935 -0.156 0.6631
O -1.956 2.708 -1.204 -0.2703
O -1.301 2.522 1.152 -0.2909
N 1.351 -0.497 -0.924 -0.0508
C 1.885 -1.654 -0.232 -0.1081
H 2.546 -2.186 -0.923 0.1391
H 1.099 -2.327 0.092 0.0959
C 2.690 -1.187 0.989 -0.0988
N 3.742 -0.277 0.591 -0.0424
C 5.033 -0.703 0.660 -0.3827
O 5.324 -1.826 1.027 0.0845
C 6.077 0.301 0.348 -0.1950
C 6.235 1.609 0.735 -0.0183
C 7.513 2.002 0.282 -0.0491
C 8.038 0.909 -0.341 -0.1045
O 7.185 -0.119 -0.295 0.0765
H 8.974 0.750 -0.839 0.1241
H 7.973 2.960 0.405 0.1024
H 5.539 2.204 1.291 0.1188
C 3.256 0.862 -0.153 -0.1147
H 2.605 1.468 0.484 0.1304
C 2.435 0.370 -1.354 -0.1180
H 3.074 -0.210 -2.027 0.1348
H 2.007 1.221 -1.880 0.1225
H 4.090 1.467 -0.503 0.1155
H 2.022 -0.669 1.686 0.1393
H 3.159 -2.040 1.485 0.1269
C -1.246 -2.084 -0.381 -0.0236
H -0.734 -2.503 -1.245 0.0944
H -0.856 -2.544 0.528 0.0870
H -2.301 -2.335 -0.437 0.0690
H -3.889 -1.262 -1.471 0.1171
H -6.289 -1.326 -1.129 0.1042
H -9.480 -0.428 0.378 0.0941
H -8.261 -1.700 0.123 0.0960

=====

No. 5
15
Properties=species:S:1:pos:R:3:lowdin_charge:R:1 method="wB97M-V/def2-TZVPD" gap_ha=0.3866 smiles="CC/N=C/OC" total_charge=0
C -0.523 0.551 -2.206 -0.1127
C 0.654 0.416 -1.233 -0.2867
N 0.418 -0.203 0.054 0.0387
C -0.734 -0.262 0.561 -0.2653
O -0.918 -0.571 1.857 -0.1008
C 0.288 -0.680 2.606 -0.0926
H -1.305 1.225 -1.834 0.0651
H -0.190 0.942 -3.174 0.0691
H -0.980 -0.429 -2.393 0.0746
H 1.063 1.387 -0.931 0.1095
H 1.482 -0.107 -1.726 0.1038
H -1.699 -0.073 0.076 0.1381
H -0.010 -0.936 3.624 0.0868
H 0.841 0.266 2.592 0.0887
H 0.936 -1.452 2.183 0.0838

=====

No. 6
91
Properties=species:S:1:pos:R:3:lowdin_charge:R:1 method="wB97M-V/def2-TZVPD" gap_ha="0.2899 / 0.2905" spin_multiplicity=3 total_charge=0
Ni -0.188 -0.102 0.607 0.7049
C 0.465 -2.340 -1.893 -0.3713
O -0.407 -2.378 -2.982 -0.1193
O -0.177 -1.475 -0.976 -0.2261
C 1.027 -3.778 -1.390 -0.6202
F -0.025 -4.581 -1.020 0.1104
F 1.756 -4.337 -2.265 0.2062
F 1.826 -3.603 -0.369 0.1609
C -0.135 -3.062 -4.201 -0.2434
C -1.076 -2.464 -5.267 -0.0532
H -0.849 -2.739 -6.297 0.0796
H -2.060 -2.781 -4.924 0.0601
H -1.139 -1.396 -5.059 0.0541
H -0.350 -4.115 -4.019 0.1147
H 0.915 -2.985 -4.486 0.1148
H 1.365 -1.828 -2.234 0.1336
C 3.103 -0.570 1.490 -0.3652
O 3.276 0.810 1.710 -0.1176
O 1.709 -0.753 1.439 -0.2126
C 4.145 -1.274 0.475 -0.6062
F 3.601 -1.577 -0.664 0.1750
F 5.163 -0.458 0.177 0.1246
F 4.676 -2.302 1.102 0.1598
C 4.394 1.468 2.241 -0.2632
C 4.115 3.026 2.111 -0.0447
H 4.821 3.710 2.582 0.0650
H 3.843 3.389 1.120 0.0538
H 3.294 2.975 2.826 0.0558
H 5.319 1.300 1.689 0.0958
H 4.620 1.234 3.281 0.1129
H 3.462 -0.876 2.473 0.1324
C 2.880 2.044 -3.266 -0.2005
C 1.441 2.089 -3.714 -0.2501
C 0.565 3.000 -2.872 -0.1875
S 1.203 2.765 -1.144 0.8000
O 0.667 1.553 -0.447 -0.3595
O 1.240 4.055 -0.445 -0.3433
C 2.918 2.192 -1.717 -0.1547
H 3.324 3.007 -3.516 0.1047
H 3.448 1.266 -3.777 0.1253
H 1.107 1.053 -3.650 0.1143
H 1.324 2.370 -4.760 0.1195
H -0.523 2.935 -2.896 0.1020
H 0.858 4.000 -3.190 0.1052
H 3.090 1.226 -1.244 0.0887
H 3.671 2.946 -1.485 0.0968
C -3.985 -1.668 -2.932 -0.2150
C -3.111 -0.572 -3.463 -0.2204
C -3.671 0.654 -2.686 -0.2223
S -3.690 0.220 -0.937 0.7436
O -4.877 0.757 -0.300 -0.3346
O -2.383 0.437 -0.261 -0.3549
C -3.929 -1.570 -1.390 -0.1593
H -3.596 -2.664 -3.146 0.1131
H -5.007 -1.575 -3.300 0.1171
H -2.979 -0.432 -4.536 0.1124
H -2.106 -0.671 -3.052 0.0937
H -4.733 0.725 -2.919 0.0986
H -3.294 1.672 -2.787 0.0979
H -4.795 -1.951 -0.849 0.1108
H -2.936 -1.955 -1.158 0.0939
C -2.194 4.171 1.647 -0.2809
C -1.206 4.730 2.624 -0.1975
C -0.529 3.595 3.471 -0.1463
S -1.491 2.031 3.049 0.8088
O -1.994 1.404 4.270 -0.3295
O -0.819 1.284 1.988 -0.3590
C -2.867 3.027 2.208 -0.2057
H -1.573 3.772 0.845 0.1132
H -3.008 4.829 1.341 0.1358
H -1.807 5.287 3.343 0.1119
H -0.452 5.340 2.129 0.1172
H -0.778 3.819 4.508 0.0915
H 0.553 3.486 3.404 0.0956
H -3.579 3.372 2.957 0.1154
H -3.385 2.475 1.424 0.0950
C 0.149 -2.800 4.757 -0.2450
C 0.399 -4.102 4.053 -0.1676
C -0.114 -3.756 2.544 -0.1726
S -1.585 -2.620 2.675 0.8136
O -2.926 -3.287 2.659 -0.3569
O -1.317 -1.488 1.742 -0.3781
C -1.312 -2.255 4.474 -0.1619
H 0.960 -2.090 4.596 0.1137
H 0.255 -2.948 5.832 0.1053
H -0.345 -4.854 4.319 0.1092
H 1.459 -4.353 4.056 0.1192
H -0.301 -4.669 1.980 0.0937
H 0.648 -3.272 1.932 0.0739
H -1.905 -2.960 5.056 0.0979
H -1.544 -1.211 4.681 0.0832